This record from the OMol25 dataset describes a molecular structure, C11H23N2O8S3 in a non-equilibrium geometry. The level of theory is the ωB97M-V functional and the def2-TZVPD basis.

XYZ file:
```
47
C11H23N2O8S3, DFT the ωB97M-V functional and the def2-TZVPD basis
S -3.069 4.044 -1.045
S -4.648 2.479 -2.688
S -5.886 0.844 -2.180
O -0.681 -2.247 0.213
O -3.106 5.036 -2.097
O -3.617 1.931 -3.551
O 3.601 -1.135 1.452
O -3.204 4.491 0.312
O 2.726 -2.539 2.879
O -2.076 -2.024 -1.466
O -5.565 3.416 -3.285
N -1.653 3.200 -1.084
N -4.112 2.850 -1.262
C -0.672 1.201 -1.942
C 5.788 -0.686 0.454
C 4.871 -1.714 3.494
C -3.100 -1.927 0.666
C -0.375 -2.103 1.607
C 4.543 -0.115 1.101
C 3.649 -1.818 2.612
C -0.857 3.296 -3.410
C -1.121 2.624 -2.087
C -1.922 -2.051 -0.276
C -0.633 -3.378 2.382
H -1.012 0.640 -2.813
H 4.550 -1.846 4.524
H -1.084 0.794 -1.023
H -1.688 -3.655 2.359
H -0.908 -1.248 2.027
H 5.516 -1.273 -0.422
H 4.777 0.505 1.968
H 6.450 0.122 0.142
H 0.108 2.962 -3.804
H 4.004 0.515 0.396
H -0.060 -4.197 1.948
H -4.882 -0.043 -2.216
H -2.854 -1.540 1.651
H -0.329 -3.254 3.421
H 5.546 -2.530 3.235
H -3.819 -1.254 0.205
H -1.626 3.004 -4.129
H -0.868 4.378 -3.303
H 0.422 1.131 -1.926
H 0.685 -1.865 1.638
H 5.408 -0.774 3.411
H -3.555 -2.911 0.775
H 6.336 -1.335 1.138
```

Values from the calculation:
E   -63646.4172 eV
2S+1   1
Net charge   -1
HOMO energy   -5.23 eV
ΔE to the lowest compared entry with this formula, charge and spin   0.418 eV